15
Properties=species:S:1:pos:R:3:nbo_charge:R:1 method="wB97M-V/def2-TZVPD" smiles="C[C@@H](C=C=N)ON" max_force_ha_per_bohr=0.058 homo_lumo_gap_ev=9.405 lumo_ha=0.0365 relative_energy_kcal_mol=116.2
C -0.8815 1.5304 0.5329 -0.626
C 1.8227 0.0499 -0.3026 0.507
N -1.2069 -1.9549 0.1314 -0.522
C 0.8526 0.5696 -1.0451 -0.511
C -0.5173 0.5359 -0.5433 0.112
O -0.3785 -0.8553 0.3720 -0.480
N 2.8004 -0.2666 0.3430 -0.636
H -1.7158 -2.1574 0.9923 0.328
H -0.6298 -2.7837 -0.0038 0.329
H 2.9802 -1.2401 0.5630 0.386
H 1.0369 0.7535 -2.0923 0.251
H -1.2562 0.4809 -1.3469 0.209
H -1.8471 1.2642 0.9628 0.217
H -0.1307 1.5364 1.3204 0.222
H -0.9290 2.5370 0.1160 0.214